[1]
DFT (wB97M-V/def2-TZVPD) results for a structure of composition C32H46NPPt in a non-equilibrium geometry.

CARTESIAN COORDINATES (ANGSTROEM)
H1 -0.5599 -0.4851 4.3439
C1 3.0296 2.2866 0.4883
H2 3.5807 -1.9522 3.7333
H3 0.9532 -0.5012 3.4417
H4 4.3016 2.1755 2.8945
C2 3.7111 -1.7908 -3.6297
H5 -2.7714 -0.8962 -2.4870
H6 -2.6700 -2.5969 2.7340
Pt1 -0.0802 0.1398 -0.1113
C3 4.0361 0.1234 3.4604
H7 -0.2041 3.1058 2.0485
H8 -3.4151 2.5955 0.6498
H9 0.6449 2.4787 -2.0122
C4 -0.8469 -1.7284 -3.0101
H10 4.4919 -1.0011 -0.3999
H11 5.4844 -1.9397 -2.4252
C5 3.4717 -1.0891 3.0816
H12 -1.8115 3.3282 0.6246
C6 -2.1865 -2.4692 1.7611
H13 -2.4178 2.5023 -0.8023
H14 4.8936 -3.2997 -4.6233
C7 2.3949 -1.3728 -3.6081
H15 4.6738 1.2292 5.1999
C8 -0.0802 -0.8491 3.4293
C9 -0.8103 -2.8791 -2.0021
H16 -3.7196 0.3166 -1.0073
C10 2.1519 -2.5464 1.5005
H17 1.8240 1.9546 -3.2179
H18 -1.3250 -3.1416 1.7360
H19 -0.3315 1.5604 -5.5827
H20 1.9816 2.4156 0.2071
C11 1.8083 -0.8222 -2.4627
C12 -2.2792 -1.3226 -3.3552
H21 0.9495 1.9389 2.6890
C13 -0.1157 2.1506 2.5651
H22 1.1528 -2.4047 1.0813
H23 -0.3251 -2.0410 -3.9184
C14 -0.8295 -0.3305 2.2495
H24 5.0384 -1.7005 -5.3397
C15 4.8183 0.2492 4.7429
H25 -1.1963 -2.5545 -1.0328
H26 4.5181 -0.5116 5.4641
C16 3.8928 -1.1003 -1.2978
C17 0.7784 2.2351 -3.0682
P1 0.0985 -0.3017 -2.3363
H27 -3.5979 -1.4041 -0.6113
H28 -2.3186 -0.5837 -4.1580
C18 -2.3898 2.4690 0.2880
H29 3.5785 -2.6517 -5.6016
H30 0.2084 -3.2404 -1.8495
C19 -0.8115 1.0525 1.8158
C20 3.8759 1.2155 2.6129
H31 0.5735 3.1292 -3.6615
H32 2.0904 -3.2178 2.3581
C21 0.0417 0.7369 -4.9701
H33 3.5864 2.1276 -0.4390
C22 2.5326 -0.7021 -1.2692
C23 2.7578 -1.2265 1.8935
H34 -1.4241 -3.7091 -2.3605
C24 -0.1433 1.0903 -3.4972
C25 -1.7886 -1.0385 1.5285
H35 2.7536 -3.0324 0.7275
H36 -2.8560 -2.1939 -3.6737
H37 -0.5460 2.2700 3.5655
H38 1.0982 0.6025 -5.2058
H39 1.8014 -1.4912 -4.5105
C26 2.6192 -0.1190 1.0547
H40 3.3932 3.2022 0.9560
H41 -4.4811 -0.3146 0.4494
H42 -0.4955 -0.1656 -5.2655
H43 -2.8897 -2.8146 1.0026
H44 -1.1786 1.4091 -3.3315
C27 3.1849 1.1097 1.4113
H45 -0.0796 -1.9387 3.4585
C28 -3.6003 -0.3984 -0.1939
H46 5.8891 0.1276 4.5612
C29 4.4440 -1.6283 -2.4442
N1 1.9105 -0.2272 -0.1657
C30 -2.3798 -0.1196 0.6188
C31 4.3381 -2.3913 -4.8639
C32 -1.7994 1.1876 0.8055

Values from the calculation:
LUMO energy (eV): 0.51
HOMO level (eV): -6.3
ΔE to the lowest compared entry with this formula, charge and spin (kcal/mol): 0.0
Total charge: 0
HOMO-LUMO gap (eV): 6.85

=====

[2]
DFT (wB97M-V/def2-TZVPD) results for a cluster of 2 separate species, C32H46O4 in total in a non-equilibrium geometry.

CARTESIAN COORDINATES (ANGSTROEM)
H1 3.9107 0.4901 2.7779
H2 -2.5485 3.0131 1.7419
H3 0.0867 -2.6371 10.7146
O1 1.9355 0.5043 2.0947
H4 -3.9471 -1.5309 7.5175
C1 -1.7071 2.4627 4.7573
C2 -0.6545 -1.9630 2.5491
C3 -0.9751 -4.7122 6.6343
H5 3.5034 4.4288 4.9955
C4 3.0621 3.8608 4.1702
C5 1.4278 -0.5730 2.7296
H6 1.3855 -1.1089 6.8173
C6 -0.0822 -5.0504 7.6446
H7 -2.1555 0.6861 6.3419
H8 -0.8700 -3.1637 0.7610
O2 -0.3140 1.6652 2.0547
H9 -2.6824 -0.7723 5.5042
H10 4.7097 1.7963 0.8466
C7 -0.4112 -2.2198 1.0556
H11 -3.8745 2.0201 2.4125
H12 -1.8343 1.3627 0.2182
H13 3.5739 1.5170 5.4563
C8 -2.8640 -3.3703 5.7406
C9 -0.0410 -0.6151 2.8964
H14 -0.0571 -7.1917 7.4334
H15 -0.2067 -1.2533 5.0073
H16 -0.8502 -1.4087 0.4701
C10 -0.1105 -3.1353 3.3770
H17 3.2858 2.6317 1.4964
C11 -0.6295 -0.2886 5.3033
H18 0.3661 4.0890 4.1946
C12 -1.8164 -1.0774 7.5011
H19 -3.5223 0.0338 8.2717
C13 -0.4145 -2.0524 9.9287
C14 0.7019 3.1296 4.5984
C15 -1.8658 -0.3480 6.1100
C16 1.6072 0.6713 5.5862
C17 -2.6283 1.0552 0.9054
H20 0.9837 -3.1866 3.3119
H21 -1.8648 3.2576 4.0141
H22 3.8819 3.3677 3.6355
C18 -3.3002 2.2554 1.5104
H23 1.1062 -6.5422 8.6085
H24 3.6122 -0.4241 1.2674
O3 -1.9963 0.1820 1.8905
C19 0.1116 -4.1375 8.6831
C20 0.6367 -6.3656 7.6349
H25 -1.2029 -5.4381 5.8525
H26 -2.7582 -2.6050 4.9606
H27 -2.1774 2.7910 5.7003
H28 -3.9839 2.6925 0.7784
H29 -1.1362 -0.4592 8.1140
C21 -0.2429 2.1642 4.9179
C22 2.0743 2.8775 4.6980
C23 2.0768 -0.6627 6.0801
H30 0.6665 -2.2810 0.8705
H31 0.7527 -4.4082 9.5224
H32 2.5909 4.5849 3.4971
H33 -2.2483 1.5777 4.3973
C24 2.5072 1.6810 5.2853
C25 -1.6597 -3.4946 6.6304
H34 3.1541 1.6452 0.0324
H35 -0.5173 -4.0869 2.9980
H36 0.1828 -1.1412 9.7742
C26 -3.2119 -1.0120 8.1464
H37 -3.3451 0.4140 0.3865
O4 2.1634 -1.4899 3.1233
C27 3.3518 0.4830 1.8296
H38 2.1718 -1.3572 5.2258
H39 -0.3763 -3.0653 4.4402
H40 -3.0298 -4.3222 5.2164
C28 -1.2697 -2.4991 7.5514
C29 -0.5200 -2.8976 8.6832
C30 -0.7228 0.5292 2.2529
C31 3.6337 1.7132 1.0143
H41 -1.7344 -1.8463 2.7428
H42 -3.2189 -1.4936 9.1313
H43 -3.7762 -3.1514 6.3161
H44 3.0775 -0.5737 6.5232
H45 -1.4022 -1.7500 10.3111
C32 0.2152 0.8514 5.2870
H46 1.4215 -6.4010 6.8649

Values from the calculation:
LUMO energy (eV): -1.07
HOMO level (eV): -7.2
Total charge: 0
HOMO-LUMO gap (eV): 6.18

=====

Q: The lowest LUMO energy belongs to which entry?
A: C32H46O4

=====

Copy entry 1 word for word.
DFT (wB97M-V/def2-TZVPD) results for a structure of composition C32H46NPPt in a non-equilibrium geometry.

CARTESIAN COORDINATES (ANGSTROEM)
H1 -0.5599 -0.4851 4.3439
C1 3.0296 2.2866 0.4883
H2 3.5807 -1.9522 3.7333
H3 0.9532 -0.5012 3.4417
H4 4.3016 2.1755 2.8945
C2 3.7111 -1.7908 -3.6297
H5 -2.7714 -0.8962 -2.4870
H6 -2.6700 -2.5969 2.7340
Pt1 -0.0802 0.1398 -0.1113
C3 4.0361 0.1234 3.4604
H7 -0.2041 3.1058 2.0485
H8 -3.4151 2.5955 0.6498
H9 0.6449 2.4787 -2.0122
C4 -0.8469 -1.7284 -3.0101
H10 4.4919 -1.0011 -0.3999
H11 5.4844 -1.9397 -2.4252
C5 3.4717 -1.0891 3.0816
H12 -1.8115 3.3282 0.6246
C6 -2.1865 -2.4692 1.7611
H13 -2.4178 2.5023 -0.8023
H14 4.8936 -3.2997 -4.6233
C7 2.3949 -1.3728 -3.6081
H15 4.6738 1.2292 5.1999
C8 -0.0802 -0.8491 3.4293
C9 -0.8103 -2.8791 -2.0021
H16 -3.7196 0.3166 -1.0073
C10 2.1519 -2.5464 1.5005
H17 1.8240 1.9546 -3.2179
H18 -1.3250 -3.1416 1.7360
H19 -0.3315 1.5604 -5.5827
H20 1.9816 2.4156 0.2071
C11 1.8083 -0.8222 -2.4627
C12 -2.2792 -1.3226 -3.3552
H21 0.9495 1.9389 2.6890
C13 -0.1157 2.1506 2.5651
H22 1.1528 -2.4047 1.0813
H23 -0.3251 -2.0410 -3.9184
C14 -0.8295 -0.3305 2.2495
H24 5.0384 -1.7005 -5.3397
C15 4.8183 0.2492 4.7429
H25 -1.1963 -2.5545 -1.0328
H26 4.5181 -0.5116 5.4641
C16 3.8928 -1.1003 -1.2978
C17 0.7784 2.2351 -3.0682
P1 0.0985 -0.3017 -2.3363
H27 -3.5979 -1.4041 -0.6113
H28 -2.3186 -0.5837 -4.1580
C18 -2.3898 2.4690 0.2880
H29 3.5785 -2.6517 -5.6016
H30 0.2084 -3.2404 -1.8495
C19 -0.8115 1.0525 1.8158
C20 3.8759 1.2155 2.6129
H31 0.5735 3.1292 -3.6615
H32 2.0904 -3.2178 2.3581
C21 0.0417 0.7369 -4.9701
H33 3.5864 2.1276 -0.4390
C22 2.5326 -0.7021 -1.2692
C23 2.7578 -1.2265 1.8935
H34 -1.4241 -3.7091 -2.3605
C24 -0.1433 1.0903 -3.4972
C25 -1.7886 -1.0385 1.5285
H35 2.7536 -3.0324 0.7275
H36 -2.8560 -2.1939 -3.6737
H37 -0.5460 2.2700 3.5655
H38 1.0982 0.6025 -5.2058
H39 1.8014 -1.4912 -4.5105
C26 2.6192 -0.1190 1.0547
H40 3.3932 3.2022 0.9560
H41 -4.4811 -0.3146 0.4494
H42 -0.4955 -0.1656 -5.2655
H43 -2.8897 -2.8146 1.0026
H44 -1.1786 1.4091 -3.3315
C27 3.1849 1.1097 1.4113
H45 -0.0796 -1.9387 3.4585
C28 -3.6003 -0.3984 -0.1939
H46 5.8891 0.1276 4.5612
C29 4.4440 -1.6283 -2.4442
N1 1.9105 -0.2272 -0.1657
C30 -2.3798 -0.1196 0.6188
C31 4.3381 -2.3913 -4.8639
C32 -1.7994 1.1876 0.8055

Values from the calculation:
LUMO energy (eV): 0.51
HOMO level (eV): -6.3
ΔE to the lowest compared entry with this formula, charge and spin (kcal/mol): 0.0
Total charge: 0
HOMO-LUMO gap (eV): 6.85

=====

Please write out number 2 again, unchanged.
DFT (wB97M-V/def2-TZVPD) results for a cluster of 2 separate species, C32H46O4 in total in a non-equilibrium geometry.

CARTESIAN COORDINATES (ANGSTROEM)
H1 3.9107 0.4901 2.7779
H2 -2.5485 3.0131 1.7419
H3 0.0867 -2.6371 10.7146
O1 1.9355 0.5043 2.0947
H4 -3.9471 -1.5309 7.5175
C1 -1.7071 2.4627 4.7573
C2 -0.6545 -1.9630 2.5491
C3 -0.9751 -4.7122 6.6343
H5 3.5034 4.4288 4.9955
C4 3.0621 3.8608 4.1702
C5 1.4278 -0.5730 2.7296
H6 1.3855 -1.1089 6.8173
C6 -0.0822 -5.0504 7.6446
H7 -2.1555 0.6861 6.3419
H8 -0.8700 -3.1637 0.7610
O2 -0.3140 1.6652 2.0547
H9 -2.6824 -0.7723 5.5042
H10 4.7097 1.7963 0.8466
C7 -0.4112 -2.2198 1.0556
H11 -3.8745 2.0201 2.4125
H12 -1.8343 1.3627 0.2182
H13 3.5739 1.5170 5.4563
C8 -2.8640 -3.3703 5.7406
C9 -0.0410 -0.6151 2.8964
H14 -0.0571 -7.1917 7.4334
H15 -0.2067 -1.2533 5.0073
H16 -0.8502 -1.4087 0.4701
C10 -0.1105 -3.1353 3.3770
H17 3.2858 2.6317 1.4964
C11 -0.6295 -0.2886 5.3033
H18 0.3661 4.0890 4.1946
C12 -1.8164 -1.0774 7.5011
H19 -3.5223 0.0338 8.2717
C13 -0.4145 -2.0524 9.9287
C14 0.7019 3.1296 4.5984
C15 -1.8658 -0.3480 6.1100
C16 1.6072 0.6713 5.5862
C17 -2.6283 1.0552 0.9054
H20 0.9837 -3.1866 3.3119
H21 -1.8648 3.2576 4.0141
H22 3.8819 3.3677 3.6355
C18 -3.3002 2.2554 1.5104
H23 1.1062 -6.5422 8.6085
H24 3.6122 -0.4241 1.2674
O3 -1.9963 0.1820 1.8905
C19 0.1116 -4.1375 8.6831
C20 0.6367 -6.3656 7.6349
H25 -1.2029 -5.4381 5.8525
H26 -2.7582 -2.6050 4.9606
H27 -2.1774 2.7910 5.7003
H28 -3.9839 2.6925 0.7784
H29 -1.1362 -0.4592 8.1140
C21 -0.2429 2.1642 4.9179
C22 2.0743 2.8775 4.6980
C23 2.0768 -0.6627 6.0801
H30 0.6665 -2.2810 0.8705
H31 0.7527 -4.4082 9.5224
H32 2.5909 4.5849 3.4971
H33 -2.2483 1.5777 4.3973
C24 2.5072 1.6810 5.2853
C25 -1.6597 -3.4946 6.6304
H34 3.1541 1.6452 0.0324
H35 -0.5173 -4.0869 2.9980
H36 0.1828 -1.1412 9.7742
C26 -3.2119 -1.0120 8.1464
H37 -3.3451 0.4140 0.3865
O4 2.1634 -1.4899 3.1233
C27 3.3518 0.4830 1.8296
H38 2.1718 -1.3572 5.2258
H39 -0.3763 -3.0653 4.4402
H40 -3.0298 -4.3222 5.2164
C28 -1.2697 -2.4991 7.5514
C29 -0.5200 -2.8976 8.6832
C30 -0.7228 0.5292 2.2529
C31 3.6337 1.7132 1.0143
H41 -1.7344 -1.8463 2.7428
H42 -3.2189 -1.4936 9.1313
H43 -3.7762 -3.1514 6.3161
H44 3.0775 -0.5737 6.5232
H45 -1.4022 -1.7500 10.3111
C32 0.2152 0.8514 5.2870
H46 1.4215 -6.4010 6.8649

Values from the calculation:
LUMO energy (eV): -1.07
HOMO level (eV): -7.2
Total charge: 0
HOMO-LUMO gap (eV): 6.18

=====

Q: Number 2 is which compound?
A: C32H46O4